# 1
C9H15N2ReS4SbSe4Si | ωB97M-V/def2-TZVPD

Cartesian coordinates (Å):
Re (0.21962, -1.43837, -0.14373)
C (3.39385, 0.14219, -1.57556)
C (2.34938, 0.98780, -0.92962)
C (2.45698, 2.37134, -0.84536)
C (1.42769, 3.11100, -0.28696)
C (0.27797, 2.49538, 0.19764)
C (0.24064, 1.11946, 0.11593)
N (1.25887, 0.40738, -0.42248)
N (-0.71159, 0.17283, 0.46383)
Si (-2.31912, 0.43344, 1.25651)
C (-2.21659, 1.96333, 2.31805)
C (-3.57318, 0.64938, -0.09568)
C (-2.61138, -1.04407, 2.34497)
H (3.49139, 0.41406, -2.62800)
H (3.14510, -0.91316, -1.50473)
H (4.36436, 0.30554, -1.10521)
H (3.34381, 2.85509, -1.22918)
H (1.51331, 4.18846, -0.23442)
H (-0.53690, 3.06195, 0.61583)
H (-2.31462, 2.88929, 1.75095)
H (-1.30154, 2.00669, 2.91188)
H (-3.05386, 1.93607, 3.02010)
H (-3.28615, 1.46393, -0.76457)
H (-4.54044, 0.90985, 0.34152)
H (-3.71049, -0.25228, -0.69149)
H (-1.80382, -1.16412, 3.07042)
H (-2.72477, -1.97761, 1.79321)
H (-3.53381, -0.88777, 2.90967)
S (0.61420, -2.52628, 1.78082)
S (2.53060, -1.85794, 1.42833)
S (3.59835, -3.56254, 0.98103)
S (3.58448, -3.51864, -1.05932)
Se (-0.74011, -1.28767, -2.57073)
Sb (1.29892, -2.73989, -3.93926)
Se (1.38692, -3.63279, -1.33677)
Se (-1.78556, -2.57492, -0.93206)
Se (0.26751, -4.50642, -5.00554)

- total charge = +1
- orbital gap (alpha / beta) (eV) = 5.536 / 5.499
- LUMO energy (alpha / beta) (Ha) = -0.19411 / -0.19348
- 2S+1 = 1
- ΔE to the lowest compared entry with this formula, charge and spin (kcal/mol) = 16.85

natural (NBO) atomic charges, in units of e:
1. Re 0.4817
2. C -0.6687
3. C 0.2986
4. C -0.2651
5. C -0.0857
6. C -0.2842
7. C 0.3866
8. N -0.5328
9. N -0.8696
10. Si 1.7902
11. C -1.1401
12. C -1.1412
13. C -1.1401
14. H 0.2511
15. H 0.2301
16. H 0.2511
17. H 0.2424
18. H 0.2410
19. H 0.2502
20. H 0.2412
21. H 0.2497
22. H 0.2635
23. H 0.2487
24. H 0.2592
25. H 0.2552
26. H 0.2484
27. H 0.2409
28. H 0.2633
29. S 0.0666
30. S 0.1260
31. S 0.0743
32. S -0.0500
33. Se -0.0852
34. Sb 0.7713
35. Se -0.0803
36. Se 0.0803
37. Se -0.4687

---

# 2
C9H15N3O2 | ωB97M-V/def2-TZVPD

Cartesian coordinates (Å):
C (-1.95256, -0.20284, 0.76128)
C (-2.52874, -1.28201, 1.27781)
C (0.12876, -1.63540, -1.81719)
C (0.33356, 1.44304, 1.70944)
C (0.70110, 0.26652, 2.53229)
C (-0.54829, -0.65831, 0.38179)
C (0.65669, 0.13905, 1.03178)
C (2.11299, 0.10763, 0.33269)
C (-0.69914, 0.73668, -1.77043)
N (-0.49401, -1.99080, 1.06693)
N (0.28139, -1.59710, -3.17019)
N (-0.45886, -0.57727, -1.20420)
O (0.42255, -2.62278, -1.22163)
O (-1.84932, -2.43290, 1.29658)
H (-2.18470, 0.81797, 0.94284)
H (-3.49297, -1.30434, 1.68804)
H (-0.70174, 1.76974, 1.61246)
H (1.12548, 2.28739, 1.65068)
H (1.76079, 0.40732, 3.01027)
H (0.06644, -0.27769, 3.09539)
H (2.25481, -0.82994, -0.18675)
H (2.77536, 0.23232, 1.07561)
H (2.19409, 0.80531, -0.38905)
H (0.31145, 1.34937, -1.80538)
H (-1.26386, 0.54097, -2.66049)
H (-1.23274, 1.25573, -1.00977)
H (-0.11117, -2.57654, 0.28619)
H (0.15150, -0.80919, -3.71063)
H (0.63319, -2.50410, -3.48863)

- total charge = 0
- orbital gap (alpha / beta) (eV) = 5.191 / 7.556
- LUMO energy (alpha / beta) (Ha) = 0.02632 / -0.05939
- 2S+1 = 3
- ΔE to the lowest compared entry with this formula, charge and spin (kcal/mol) = 52.06

natural (NBO) atomic charges, in units of e:
1. C -0.1700
2. C -0.1061
3. C 0.7937
4. C -0.4293
5. C -0.3979
6. C 0.2260
7. C -0.0545
8. C -0.5808
9. C -0.4162
10. N -0.3422
11. N -0.8447
12. N -0.4597
13. O -0.6806
14. O -0.2237
15. H 0.1946
16. H 0.1766
17. H 0.2079
18. H 0.2116
19. H 0.2080
20. H 0.2222
21. H 0.2156
22. H 0.2071
23. H 0.1918
24. H 0.1921
25. H 0.2123
26. H 0.2238
27. H 0.4113
28. H 0.3937
29. H 0.4173

---

# 3
C9H15N3O4 | ωB97M-V/def2-TZVPD

Cartesian coordinates (Å):
N (0.43278, 1.87228, -4.19490)
C (-0.68980, 1.42197, -3.66411)
O (-1.66999, 1.06270, -4.32071)
C (-0.90845, 1.37517, -2.08589)
C (0.11384, 0.59850, -1.19590)
N (1.14984, -0.08304, -1.91151)
C (-0.61960, -0.32270, -0.31299)
O (-1.72371, -0.66886, -0.72252)
N (-0.00246, -0.55196, 0.87849)
C (1.45250, -0.85606, 1.11398)
C (1.53583, -1.43889, 2.49168)
C (0.08523, -1.99754, 2.68292)
C (-0.77771, -0.97623, 1.91289)
C (-1.13586, 0.24434, 2.80285)
O (-0.76398, 0.59537, 3.89976)
O (-2.02985, 1.13788, 2.09215)
H (0.32589, 2.00359, -5.30455)
H (1.11787, 2.38942, -3.72436)
H (-1.87411, 0.94335, -1.69533)
H (-0.98497, 2.35572, -1.73901)
H (0.46389, 1.39867, -0.61297)
H (1.77942, -0.44534, -1.28976)
H (0.82981, -0.88683, -2.47447)
H (1.64203, -1.61919, 0.28700)
H (2.01922, 0.07993, 1.04711)
H (2.20522, -2.28616, 2.66613)
H (1.67437, -0.79867, 3.29071)
H (0.07862, -2.97980, 2.24173)
H (0.09057, -2.06901, 3.77219)
H (-1.69512, -1.45590, 1.66579)
H (-2.12133, 1.95729, 2.40362)

- total charge = 0
- orbital gap (eV) = 9.561
- LUMO energy (Ha) = 0.01720
- 2S+1 = 1
- ΔE to the lowest compared entry with this formula, charge and spin (kcal/mol) = 68.74

natural (NBO) atomic charges, in units of e:
1. N -0.8105
2. C 0.6708
3. O -0.6272
4. C -0.5091
5. C -0.1553
6. N -0.8123
7. C 0.6934
8. O -0.5841
9. N -0.4615
10. C -0.2200
11. C -0.4258
12. C -0.3942
13. C -0.1540
14. C 0.8010
15. O -0.5637
16. O -0.7307
17. H 0.4101
18. H 0.4009
19. H 0.2854
20. H 0.2070
21. H 0.1961
22. H 0.3482
23. H 0.3695
24. H 0.2052
25. H 0.2181
26. H 0.2268
27. H 0.2202
28. H 0.2117
29. H 0.2390
30. H 0.2631
31. H 0.4819

---

# 4
C9H15N4 | ωB97M-V/def2-TZVPD

Cartesian coordinates (Å):
C (-0.50361, 3.76302, -0.20260)
C (-1.59494, 2.96426, 0.11700)
C (0.73634, 3.16845, -0.36396)
C (-1.52666, 1.57867, 0.21402)
C (0.82618, 1.79756, -0.24556)
C (-0.25367, 0.99058, 0.06758)
C (-1.48390, -0.94040, -1.88710)
C (0.87992, -2.45790, -0.05914)
C (1.13062, -1.04572, 1.84649)
N (-0.95343, -0.34145, -2.77713)
N (-2.39739, -1.44412, -1.12898)
N (-0.31258, -0.40049, 0.16753)
N (0.96796, -1.03399, 0.35617)
H (-0.49300, 4.76151, -0.35369)
H (-2.40738, 3.60580, 0.17350)
H (1.75409, 3.58370, -0.62358)
H (-2.36070, 0.88341, 0.45653)
H (1.72039, 1.38860, -0.38709)
H (-0.12066, -2.53194, -0.15131)
H (1.29516, -2.59064, -1.06278)
H (1.29423, -3.13323, 0.60835)
H (2.05547, -1.72731, 2.18839)
H (1.19932, 0.03530, 2.08384)
H (0.22020, -1.51732, 2.36725)
H (0.01586, -0.51608, -3.02686)
H (-3.14201, -1.94695, -1.61179)
H (-2.57661, -1.25209, -0.16656)
H (1.81279, -0.61493, 0.05112)

- total charge = +1
- orbital gap (eV) = 7.176
- LUMO energy (Ha) = -0.12776
- 2S+1 = 1
- ΔE to the lowest compared entry with this formula, charge and spin (kcal/mol) = 101.01

natural (NBO) atomic charges, in units of e:
1. C -0.2422
2. C -0.1618
3. C -0.1489
4. C -0.2602
5. C -0.3278
6. C 0.1188
7. C 0.7741
8. C -0.3965
9. C -0.4315
10. N -0.5302
11. N -0.7654
12. N -0.5784
13. N -0.2248
14. H 0.2190
15. H 0.2246
16. H 0.2271
17. H 0.1994
18. H 0.1763
19. H 0.2205
20. H 0.2134
21. H 0.2285
22. H 0.2213
23. H 0.2415
24. H 0.2452
25. H 0.4388
26. H 0.4408
27. H 0.4721
28. H 0.4062

---

# 5
C9H15N4O | ωB97M-V/def2-TZVPD

Cartesian coordinates (Å):
C (0.57808, -0.65052, 2.38358)
N (0.53416, -0.04425, 1.02762)
C (-0.78712, 0.33103, 0.65843)
C (-0.95721, 0.79357, -0.75469)
N (-0.42798, -0.10073, -1.63804)
C (-1.12311, -0.36977, -2.95293)
O (-0.21040, -0.98305, -3.76766)
C (-1.50405, 0.95814, -3.56329)
N (-1.75647, 1.95510, -4.07871)
C (-2.52291, -1.10798, -2.77037)
C (-2.45372, -1.99048, -1.59824)
N (-2.44396, -2.70586, -0.69753)
C (0.99622, -0.41984, -1.46332)
C (1.32714, -0.89236, -0.02069)
H (0.17539, -1.75248, 2.44430)
H (1.61409, -0.87435, 2.71062)
H (-0.00459, 0.07155, 3.03632)
H (0.96078, 0.87963, 1.19769)
H (-1.09210, 1.20088, 1.27328)
H (-1.44355, -0.55695, 0.63207)
H (-1.99886, 0.89657, -0.90550)
H (-0.45980, 1.75342, -0.88595)
H (-0.47825, -1.86913, -4.07910)
H (-3.28995, -0.35096, -2.50247)
H (-2.83733, -1.66965, -3.65793)
H (1.52074, 0.51933, -1.63597)
H (1.28342, -1.16034, -2.26089)
H (1.02033, -1.89611, 0.28050)
H (2.32303, -0.71248, 0.01524)

- total charge = +1
- orbital gap (eV) = 9.844
- LUMO energy (Ha) = -0.11046
- 2S+1 = 1
- ΔE to the lowest compared entry with this formula, charge and spin (kcal/mol) = 35.03

natural (NBO) atomic charges, in units of e:
1. C -0.4437
2. N -0.3519
3. C -0.2536
4. C -0.2219
5. N -0.4706
6. C 0.3877
7. O -0.6782
8. C 0.1842
9. N -0.2355
10. C -0.5436
11. C 0.2784
12. N -0.3049
13. C -0.2416
14. C -0.2033
15. H 0.2575
16. H 0.2492
17. H 0.2455
18. H 0.4325
19. H 0.2363
20. H 0.2523
21. H 0.2366
22. H 0.1769
23. H 0.5090
24. H 0.2803
25. H 0.2844
26. H 0.1920
27. H 0.2834
28. H 0.2313
29. H 0.2311

---

# 6
C9H15N4O5 | ωB97M-V/def2-TZVPD

Cartesian coordinates (Å):
C (-2.23324, 2.42145, 0.22786)
C (-3.71504, 2.08060, 0.19565)
O (-4.51691, 2.93708, -0.08540)
O (-4.13995, 0.80482, 0.53415)
C (-3.88606, -0.18389, -0.44437)
C (-2.49430, -0.82554, -0.26246)
N (-1.50041, -0.41326, -1.26503)
N (-1.68603, 0.14056, -2.48979)
C (-0.46063, 0.33590, -2.97066)
N (0.47907, -0.04425, -2.16695)
C (-0.18782, -0.53914, -1.08232)
N (0.40218, -1.06531, -0.01103)
H (-1.80618, 2.21336, -0.75087)
H (-1.70240, 1.87715, 1.00575)
H (-2.13266, 3.47775, 0.42735)
H (-4.06923, 0.17630, -1.45799)
H (-4.61378, -0.96520, -0.26081)
H (-2.53507, -1.90605, -0.15828)
H (-2.13568, -0.44563, 0.68822)
H (-2.58280, 0.33796, -2.89881)
H (-0.30456, 0.79041, -3.93219)
H (0.04617, -0.89896, 0.91027)
H (1.18627, -1.67211, -0.16383)
C (4.94032, -1.07078, 0.80290)
C (5.22150, -0.79477, 2.26222)
O (3.97066, -0.25693, 2.71791)
C (3.00573, -0.69868, 1.89904)
O (1.83617, -0.57305, 2.09434)
O (3.52382, -1.31352, 0.81030)
H (5.47905, -1.93298, 0.42015)
H (5.14557, -0.21073, 0.16449)
H (5.43981, -1.70135, 2.82767)
H (6.02641, -0.08121, 2.41251)

- total charge = +1
- orbital gap (eV) = 10.601
- LUMO energy (Ha) = -0.10701
- 2S+1 = 1

natural (NBO) atomic charges, in units of e:
1. C -0.7382
2. C 0.7841
3. O -0.4926
4. O -0.5208
5. C -0.0816
6. C -0.2650
7. N -0.1647
8. N -0.3449
9. C 0.2651
10. N -0.4413
11. C 0.5783
12. N -0.7849
13. H 0.2181
14. H 0.2264
15. H 0.2722
16. H 0.1736
17. H 0.2359
18. H 0.2467
19. H 0.2428
20. H 0.4534
21. H 0.2419
22. H 0.4416
23. H 0.4456
24. C -0.1016
25. C -0.1032
26. O -0.4671
27. C 0.9854
28. O -0.6248
29. O -0.5064
30. H 0.2156
31. H 0.1944
32. H 0.1975
33. H 0.2186

---

# 7
C9H15NO2 | ωB97M-V/def2-TZVPD

Cartesian coordinates (Å):
C (-3.44192, -0.34524, 0.24779)
O (-2.05799, -0.42429, -0.05528)
C (-1.27884, 0.32824, 0.66791)
O (-1.69254, 1.11706, 1.47753)
C (0.15625, 0.30212, 0.42081)
C (0.81869, 1.66911, 0.32335)
C (0.83680, 1.94347, -1.21301)
C (1.15506, 0.55204, -1.66740)
N (0.36345, -0.35980, -0.90168)
C (0.79089, -1.69718, -0.71432)
C (1.47237, -1.71618, 0.72299)
C (0.75226, -0.53286, 1.53694)
H (-3.83092, -1.18261, 0.82356)
H (-3.78804, 0.53432, 0.85676)
H (-3.86012, -0.41289, -0.69635)
H (0.27241, 2.40316, 0.95713)
H (1.84652, 1.71739, 0.71588)
H (-0.12864, 2.26236, -1.67159)
H (1.55048, 2.65938, -1.61126)
H (2.28887, 0.30978, -1.73716)
H (0.75804, 0.24777, -2.66012)
H (-0.05521, -2.53102, -0.67720)
H (1.56799, -1.84302, -1.48868)
H (2.50092, -1.42278, 0.74836)
H (1.56337, -2.72882, 1.16190)
H (1.42457, 0.09990, 2.13076)
H (0.01525, -0.94941, 2.30238)

- total charge = 0
- orbital gap (eV) = 9.228
- LUMO energy (Ha) = 0.03382
- 2S+1 = 1
- ΔE to the lowest compared entry with this formula, charge and spin (kcal/mol) = 39.96

natural (NBO) atomic charges, in units of e:
1. C -0.2739
2. O -0.4776
3. C 0.8015
4. O -0.6325
5. C -0.0252
6. C -0.3975
7. C -0.4254
8. C -0.2163
9. N -0.4375
10. C -0.2098
11. C -0.4293
12. C -0.3942
13. H 0.1833
14. H 0.2214
15. H 0.1906
16. H 0.2512
17. H 0.2119
18. H 0.2129
19. H 0.2225
20. H 0.1586
21. H 0.2061
22. H 0.1962
23. H 0.2081
24. H 0.2009
25. H 0.2148
26. H 0.2196
27. H 0.2193

---

# 8
C9H16 | ωB97M-V/def2-TZVPD

Cartesian coordinates (Å):
C (0.10147, 0.66657, -0.13058)
C (0.40133, -0.30640, 0.83927)
C (-0.94681, 1.71692, 0.12073)
C (0.45379, 0.44329, -1.57659)
C (-1.09967, -2.37825, -0.78003)
C (-1.23164, -1.36584, 0.30899)
C (1.85167, 1.49280, 0.78060)
C (-2.26405, -1.30068, 1.14217)
C (3.08315, 1.17084, 0.40398)
H (1.16007, -1.04699, 0.61801)
H (0.16784, -0.10117, 1.87642)
H (1.67476, 2.35403, 1.42650)
H (-1.87328, 1.45383, -0.39375)
H (-1.15826, 1.83377, 1.18358)
H (0.94330, 1.33635, -1.97154)
H (-0.60888, 2.67433, -0.28352)
H (1.12152, -0.40747, -1.71079)
H (-0.44854, 0.28075, -2.16985)
H (-1.84401, -3.18169, -0.69152)
H (-0.11283, -2.85206, -0.76205)
H (-1.23752, -1.92984, -1.76849)
H (-2.33464, -0.54827, 1.92448)
H (-3.04315, -2.06647, 1.16976)
H (3.27929, 0.31045, -0.23611)
H (3.96508, 1.75120, 0.68032)

- total charge = 0
- orbital gap (eV) = 8.020
- LUMO energy (Ha) = 0.03240
- 2S+1 = 1
- ΔE to the lowest compared entry with this formula, charge and spin (kcal/mol) = 101.06

natural (NBO) atomic charges, in units of e:
1. C 0.1838
2. C -0.3421
3. C -0.6664
4. C -0.6739
5. C -0.6836
6. C -0.0106
7. C -0.2377
8. C -0.4737
9. C -0.4679
10. H 0.2219
11. H 0.2261
12. H 0.1757
13. H 0.2303
14. H 0.2196
15. H 0.2388
16. H 0.2262
17. H 0.2192
18. H 0.2240
19. H 0.2098
20. H 0.2109
21. H 0.2143
22. H 0.1878
23. H 0.1858
24. H 0.1819
25. H 0.2001

---

Calculated max |F| in order - 0.026 0.161 0.158 0.082 0.089 0.040 0.079 0.125 Eh/bohr